Computed, not measured: a 3-piece molecular cluster, C2H10N2O3 overall at a distorted geometry, with the ωB97M-V functional and the def2-TZVPD basis.

LUMO = 0.52 eV
relative energy (zero: lowest compared OMol25 entry of this formula, charge and spin) = 52.3 kcal/mol
F_max = 0.095 Eh/bohr
Kohn-Sham gap = 10.0 eV
SMILES string = NCNC=O.O.O

Last column: natural (NBO) charge in e.
Element x y z (Å)
N -1.552 -1.071 -2.057  -0.86
C -1.354 -1.585 -0.758  -0.07
N -0.150 -0.976 -0.043  -0.66
C -0.286 0.314 0.483  0.51
O -1.297 0.835 0.764  -0.59
H -0.901 -1.539 -2.770  0.38
H -1.722 -0.079 -2.010  0.38
H -1.216 -2.735 -0.768  0.20
H -2.244 -1.180 -0.077  0.22
H 0.755 -1.247 -0.119  0.38
H 0.728 0.698 0.693  0.10
O 1.031 2.041 -1.858  -0.93
H 1.892 1.813 -1.615  0.47
H 0.385 1.721 -1.322  0.47
O 2.710 0.074 3.287  -0.93
H 1.739 -0.082 3.520  0.47
H 2.782 0.979 3.288  0.46